(1)
The following is a quantum chemistry calculation of the molecule C20H37N3O2, from the OMol25 dataset.

Geometry as XYZ:
```
62
C20H37N3O2, DFT ωB97M-V/def2-TZVPD
C -5.446 0.044 1.637
H -5.868 -0.926 1.892
H -4.547 0.193 2.230
C -5.144 0.120 0.144
H -6.085 0.042 -0.405
H -4.713 1.095 -0.088
C -4.216 -0.996 -0.354
C -4.242 -1.076 -1.880
H -5.228 -1.377 -2.227
H -3.511 -1.803 -2.222
H -4.005 -0.112 -2.323
H -4.610 -1.943 0.037
C -2.772 -0.872 0.166
N -2.055 -2.099 -0.158
H -2.644 -2.908 0.012
C -0.774 -2.253 0.509
H -0.381 -1.252 0.685
C 0.212 -3.023 -0.394
C 1.595 -2.453 -0.274
C 2.340 -2.625 0.889
C 3.593 -2.067 1.021
C 4.147 -1.318 -0.017
C 3.410 -1.132 -1.180
C 2.148 -1.696 -1.294
H 1.591 -1.542 -2.207
H 3.805 -0.561 -2.007
O 5.397 -0.814 0.210
C 6.032 -0.107 -0.826
H 5.484 0.803 -1.093
H 7.012 0.166 -0.438
H 6.157 -0.728 -1.719
H 4.174 -2.203 1.920
H 1.930 -3.208 1.701
H -0.137 -2.927 -1.423
H 0.216 -4.083 -0.134
H -0.864 -2.753 1.485
H -2.806 -0.709 1.258
C -2.002 0.312 -0.455
N -0.971 0.778 0.458
H -1.365 1.393 1.161
C 0.213 1.365 -0.133
C 1.301 1.416 0.950
N 2.580 1.831 0.394
H 2.868 1.129 -0.285
C 3.611 1.964 1.406
H 3.790 1.036 1.966
H 3.313 2.740 2.111
H 4.540 2.268 0.928
H 1.356 0.421 1.422
H 1.022 2.132 1.728
C -0.010 2.737 -0.826
C -0.378 3.859 0.149
H -1.236 3.583 0.757
H 0.463 4.090 0.798
H -0.627 4.755 -0.414
H -0.829 2.617 -1.548
O 1.112 3.088 -1.598
H 1.881 3.037 -1.004
H 0.556 0.674 -0.914
H -1.515 -0.048 -1.362
H -2.700 1.112 -0.734
H -6.164 0.813 1.914
```

For the relative energy (zero: lowest compared OMol25 entry of this formula, charge and spin), the calculation gives 255.7 kJ/mol. The value obtained for the largest force on an atom is 0.5 eV/Å. As for the SMILES: CC[C@@H](C)[C@H](CN[C@H](CNC)[C@@H](C)O)NCCc1ccc(OC)cc1. The calculation puts the HOMO-LUMO gap at 9.07 eV. The spin multiplicity is 1. The LUMO energy is 0.83 eV.

(2)
The following is a quantum chemistry calculation of the ion C20H37N6O with charge +1 in a non-equilibrium geometry, from the OMol25 dataset.

Geometry as XYZ:
```
64
C20H37N6O, DFT ωB97M-V/def2-TZVPD
C -0.802 -3.045 -2.114
H -0.936 -2.014 -2.430
H -0.135 -3.522 -2.828
H -1.764 -3.549 -2.164
C -0.218 -3.146 -0.705
C 0.027 -4.619 -0.375
H -0.914 -5.164 -0.379
H 0.486 -4.741 0.604
H 0.683 -5.069 -1.115
C -1.154 -2.518 0.347
H -2.179 -2.587 -0.023
H -1.121 -3.091 1.274
C -0.871 -1.052 0.730
N 0.124 -0.919 1.775
C 0.332 0.405 2.326
H -0.313 1.118 1.809
H 0.044 0.410 3.386
C 1.808 0.840 2.222
N 2.419 0.235 1.024
C 2.549 -1.220 1.234
H 2.686 -1.696 0.264
H 3.429 -1.423 1.849
C 1.275 -1.759 1.936
H 1.065 -2.763 1.581
H 1.464 -1.828 3.013
C 3.681 0.890 0.602
C 4.313 0.196 -0.611
H 4.951 -0.641 -0.336
C 5.080 1.321 -1.299
H 5.365 1.065 -2.316
H 5.982 1.562 -0.736
C 4.086 2.475 -1.239
H 3.328 2.348 -2.012
H 4.560 3.442 -1.381
C 3.441 2.347 0.150
H 3.899 3.043 0.852
H 2.379 2.577 0.089
H 3.529 -0.152 -1.285
H 4.369 0.859 1.454
H 1.710 0.332 0.191
H 1.871 1.926 2.161
H 2.374 0.515 3.098
C -0.587 -0.208 -0.475
N 0.594 0.261 -0.830
N 0.416 1.010 -1.916
N -0.798 1.025 -2.242
N -1.477 0.275 -1.370
C -2.908 0.209 -1.398
H -3.234 -0.744 -0.979
H -3.227 0.293 -2.439
C -3.483 1.382 -0.584
C -5.015 1.394 -0.556
H -5.430 2.036 -1.328
C -5.309 1.889 0.859
H -6.281 1.572 1.226
C -4.160 1.265 1.642
H -3.888 1.819 2.542
H -4.389 0.226 1.917
O -3.037 1.285 0.765
H -5.247 2.976 0.901
H -5.401 0.383 -0.693
H -3.085 2.317 -1.002
H -1.795 -0.642 1.164
H 0.744 -2.622 -0.701
```

The value obtained for the largest force on an atom is 1.7 eV/Å. As for the SMILES: CC(C)C[C@H](c1nnnn1C[C@H]1CCCO1)N1CC[NH+](C2CCCC2)CC1. The calculation puts the HOMO-LUMO gap at 9.96 eV. The total charge is +1. The spin multiplicity is 1. The LUMO energy is -1.82 eV.

(3)
The following is a quantum chemistry calculation of the molecule C20H37N7O2 in a non-equilibrium geometry, from the OMol25 dataset.

Geometry as XYZ:
```
66
C20H37N7O2, DFT ωB97M-V/def2-TZVPD
C -5.560 -3.314 -0.165
H -5.470 -4.001 0.673
H -4.816 -3.584 -0.911
C -5.354 -1.877 0.298
C -3.976 -1.689 0.930
C -3.764 -0.233 1.329
N -3.891 0.636 0.168
C -3.540 2.009 0.495
C -2.086 2.114 0.763
N -1.506 2.408 1.907
N -0.203 2.367 1.692
N 0.052 2.066 0.486
N -1.110 1.899 -0.151
C -1.184 1.523 -1.534
H -0.260 1.860 -2.009
C -1.356 0.011 -1.699
H -2.308 -0.271 -1.245
H -1.394 -0.211 -2.767
C -0.225 -0.799 -1.058
C 1.114 -0.564 -1.751
O 1.512 -1.276 -2.654
N 1.776 0.520 -1.310
H 1.433 1.020 -0.498
C 3.126 0.826 -1.709
H 3.419 0.087 -2.456
H 3.159 1.814 -2.182
C 4.083 0.821 -0.489
N 3.748 -0.350 0.326
C 3.976 -1.644 -0.299
H 3.587 -1.659 -1.314
C 3.238 -2.709 0.512
O 3.695 -2.757 1.843
C 3.555 -1.495 2.448
H 3.961 -1.590 3.457
C 4.293 -0.401 1.671
H 4.133 0.543 2.185
H 5.373 -0.636 1.671
H 2.488 -1.226 2.507
H 3.410 -3.701 0.091
H 2.160 -2.488 0.494
H 5.048 -1.905 -0.319
C 5.533 0.835 -0.999
H 5.717 1.745 -1.564
H 5.727 -0.016 -1.648
H 6.228 0.803 -0.163
C 3.825 2.106 0.311
H 3.810 2.958 -0.365
H 2.871 2.061 0.830
H 4.613 2.281 1.038
H -0.139 -0.561 0.003
H -0.460 -1.860 -1.157
H -2.036 2.039 -1.985
H -3.789 2.643 -0.363
H -4.078 2.388 1.379
C -5.226 0.534 -0.397
C -5.485 -0.894 -0.865
H -6.484 -0.953 -1.302
H -4.759 -1.153 -1.639
H -5.292 1.218 -1.248
H -5.995 0.827 0.340
H -2.765 -0.104 1.752
H -4.495 0.047 2.109
H -3.874 -2.320 1.814
H -3.207 -1.983 0.213
H -6.118 -1.635 1.047
H -6.547 -3.436 -0.606
```

For the relative energy (zero: lowest compared OMol25 entry of this formula, charge and spin), the calculation gives 0.0 kJ/mol. The value obtained for the largest force on an atom is 1.5 eV/Å. As for the SMILES: CC1CCN(Cc2nnnn2CCCC(=O)NCC(C)(C)N2CCOCC2)CC1. The calculation puts the HOMO-LUMO gap at 8.92 eV. The spin multiplicity is 1. The LUMO energy is 0.60 eV.

(4)
The following is a quantum chemistry calculation of a structure of composition C20H37N7O6S2 in a non-equilibrium geometry, from the OMol25 dataset.

Geometry as XYZ:
```
72
C20H37N7O6S2, DFT ωB97M-V/def2-TZVPD
C 0.204 4.855 -1.530
C 1.516 4.555 -2.077
N 2.553 4.305 -2.484
H 0.269 4.845 -0.440
H -0.499 4.068 -1.808
H -0.157 5.823 -1.862
C -5.149 1.253 -2.125
C -6.121 0.596 -3.007
N -6.864 0.067 -3.697
H -5.724 1.721 -1.327
H -4.554 1.983 -2.662
H -4.498 0.491 -1.710
C -5.499 -1.153 1.209
C -4.334 -1.276 0.348
N -3.354 -1.375 -0.228
H -5.322 -1.673 2.147
H -6.380 -1.568 0.719
H -5.726 -0.105 1.400
C -2.330 -1.227 -3.506
C -1.033 -1.538 -4.088
N -0.016 -1.768 -4.547
H -3.164 -1.383 -4.184
H -2.331 -0.199 -3.151
H -2.475 -1.876 -2.640
C -2.577 3.415 1.724
C -1.810 2.246 2.149
N -1.221 1.321 2.472
H -2.051 3.907 0.912
H -2.643 4.103 2.568
H -3.557 3.121 1.368
C 1.673 -0.924 -4.730
C 1.774 -1.107 -3.286
N 1.849 -1.255 -2.160
H 0.638 -1.054 -5.042
H 2.274 -1.660 -5.259
H 2.063 0.067 -4.963
C -0.801 0.233 -1.071
C -1.706 1.369 -1.089
N -2.427 2.255 -1.107
H -0.007 0.393 -1.795
H -1.320 -0.687 -1.332
H -0.396 0.128 -0.067
O 2.556 -4.826 4.086
S 2.832 -3.472 4.437
O 4.151 -3.026 4.678
O 2.310 -2.526 3.284
C 0.987 -2.823 2.692
C 0.840 -1.988 1.446
C 1.793 -3.003 5.799
H 0.242 -2.567 3.451
H 0.950 -3.900 2.528
H -0.120 -2.231 0.976
H 1.586 -2.235 0.695
H 0.822 -0.928 1.692
H 2.227 -3.385 6.716
H 0.807 -3.421 5.623
H 1.764 -1.917 5.785
O 5.413 -1.319 -1.088
S 5.149 -0.432 -0.012
O 6.183 0.450 0.434
O 3.872 0.437 -0.382
C 3.635 1.627 0.426
C 2.159 1.973 0.301
C 4.485 -1.351 1.337
H 4.237 2.436 0.017
H 3.877 1.436 1.470
H 1.868 2.045 -0.748
H 2.034 2.984 0.702
H 1.525 1.255 0.815
H 3.950 -2.178 0.884
H 3.828 -0.707 1.913
H 5.271 -1.699 2.001
```

The value obtained for the largest force on an atom is 13.7 eV/Å. The calculation puts the HOMO-LUMO gap at 8.22 eV. The spin multiplicity is 1. The LUMO energy is -0.13 eV.

(5)
The following is a quantum chemistry calculation of a structure of composition C20H37NO4PTeTi, from the OMol25 dataset.

Geometry as XYZ:
```
65
C20H37NO4PTeTi, DFT ωB97M-V/def2-TZVPD
Ti -0.042 0.865 0.444
C -3.278 1.335 1.406
C -2.045 1.993 0.835
C -1.847 1.992 -0.601
C -2.930 1.394 -1.460
C -0.693 2.574 -1.132
C -0.459 2.689 -2.618
C 0.365 2.931 -0.251
C 1.712 3.320 -0.814
C 0.124 3.051 1.169
C 1.104 3.763 2.072
C -1.139 2.671 1.669
C -1.453 2.899 3.119
H -4.086 2.056 1.553
H -3.064 0.868 2.366
H -3.641 0.548 0.752
H -2.914 0.305 -1.377
H -2.820 1.649 -2.508
H -3.912 1.740 -1.138
H 0.062 3.618 -2.842
H -1.386 2.688 -3.181
H 0.158 1.868 -2.991
H 1.770 4.396 -0.993
H 1.908 2.814 -1.757
H 2.514 3.052 -0.129
H 1.465 3.115 2.871
H 0.625 4.626 2.538
H 1.968 4.131 1.528
H -1.949 3.869 3.223
H -0.557 2.918 3.732
H -2.121 2.145 3.521
C 1.156 -1.425 -2.433
N 2.509 -1.126 -1.965
C 3.643 -1.638 -2.729
C 2.682 -0.314 -0.934
C 4.068 -0.002 -0.461
O 1.698 0.189 -0.340
H 1.168 -2.386 -2.941
H 0.810 -0.663 -3.134
H 0.468 -1.481 -1.595
H 3.287 -2.417 -3.396
H 4.396 -2.070 -2.074
H 4.107 -0.856 -3.333
H 4.592 -0.913 -0.170
H 4.001 0.658 0.398
H 4.651 0.479 -1.247
C -4.012 -3.104 0.606
C -2.647 -3.671 0.911
O -1.917 -2.747 1.764
P -0.735 -1.862 1.214
O -1.148 -0.929 0.084
Te 0.256 -0.532 2.896
O 0.296 -2.875 0.532
C 0.954 -3.887 1.326
C 1.929 -4.613 0.433
H -4.590 -3.823 0.024
H -3.923 -2.182 0.030
H -4.549 -2.893 1.530
H -2.076 -3.852 -0.002
H -2.712 -4.601 1.472
H 0.201 -4.566 1.730
H 1.465 -3.397 2.159
H 1.411 -5.102 -0.392
H 2.462 -5.372 1.005
H 2.659 -3.913 0.023
```

The value obtained for the largest force on an atom is 0.4 eV/Å. The calculation puts the HOMO-LUMO gap (alpha / beta) at 7.11 / 7.13 eV. The total charge is +1. The spin multiplicity is 1. The LUMO energy (alpha / beta) is -2.41 / -2.41 eV.

(6)
The following is a quantum chemistry calculation of a cluster of 3 separate species, C20H37O in total in a non-equilibrium geometry, from the OMol25 dataset.

Geometry as XYZ:
```
58
C20H37O, DFT ωB97M-V/def2-TZVPD
C -2.309 -1.608 4.327
C -2.473 -2.123 2.827
O -1.293 -2.886 2.299
C -0.487 -1.868 1.681
C 0.535 -1.158 2.604
C 1.439 -0.010 2.082
C 1.297 0.414 0.579
C 0.275 -0.294 -0.367
C -0.644 -1.455 0.181
H -1.865 -2.400 5.023
H -1.670 -0.653 4.391
H -2.543 -1.171 2.168
H -3.454 -2.694 2.709
H 0.606 -1.485 3.703
H 2.145 0.495 2.816
H 1.965 1.279 0.239
H 0.156 0.034 -1.462
H -1.419 -1.950 -0.505
C -1.150 7.506 1.133
C -0.398 6.657 2.149
C 0.449 5.554 1.511
C -0.336 4.502 0.721
C -1.416 3.762 1.512
C -0.862 2.952 2.676
H -1.869 6.912 0.564
H -1.705 8.299 1.641
H -0.457 7.975 0.429
H -1.106 6.230 2.867
H 0.265 7.312 2.726
H 1.031 5.061 2.296
H 1.182 6.015 0.838
H 0.376 3.770 0.322
H -0.802 4.974 -0.152
H -1.935 3.079 0.830
H -2.172 4.464 1.878
H -0.136 2.214 2.326
H -1.671 2.417 3.179
H -0.377 3.592 3.419
C -0.353 -4.184 -5.348
C 0.858 -4.925 -4.798
C 0.728 -5.285 -3.317
C 0.612 -4.092 -2.362
C 1.760 -3.089 -2.419
C 3.105 -3.689 -2.033
H -0.498 -3.222 -4.850
H -0.224 -3.987 -6.416
H -1.263 -4.777 -5.222
H 1.761 -4.332 -4.972
H 0.986 -5.852 -5.370
H 1.588 -5.899 -3.030
H -0.154 -5.921 -3.183
H 0.534 -4.480 -1.340
H -0.325 -3.560 -2.556
H 1.525 -2.275 -1.728
H 1.829 -2.642 -3.417
H 3.070 -4.105 -1.022
H 3.879 -2.918 -2.054
H 3.408 -4.480 -2.724
```

The value obtained for the largest force on an atom is 4.7 eV/Å. The calculation puts the HOMO-LUMO gap at 4.36 eV. The total charge is -1. The spin multiplicity is 1. The LUMO energy is 2.78 eV.

(7)
The following is a quantum chemistry calculation of a structure of composition C20H37O4PSV in a non-equilibrium geometry, from the OMol25 dataset.

Geometry as XYZ:
```
64
C20H37O4PSV, DFT ωB97M-V/def2-TZVPD
C 2.762 -4.082 0.446
C 3.218 -3.053 1.301
C 3.970 -1.677 1.880
C 3.184 -0.293 1.488
C 3.800 0.900 2.431
O 2.716 1.871 2.662
S 2.497 2.654 1.164
O 1.279 3.618 1.335
O 3.743 3.597 0.962
C 2.381 1.518 -0.320
C 0.850 1.246 -0.862
C 0.165 2.574 -1.596
C -1.126 3.125 -0.750
C -2.515 3.265 -1.608
C -2.916 1.956 -2.508
C -3.722 0.776 -1.657
C -2.768 -0.027 -0.592
C -3.000 0.470 0.982
C -4.238 -0.331 1.707
C -3.684 -1.864 2.016
C -4.537 -2.963 1.093
C -3.587 -3.846 0.089
C 3.133 0.051 -0.113
P 4.832 0.142 -0.980
C 5.712 -1.550 -1.077
O 4.455 0.526 -2.673
H 2.367 -4.869 -0.352
H 3.891 -1.777 3.067
H 5.128 -1.665 1.650
H 2.052 -0.445 1.835
H 4.142 0.432 3.459
H 4.735 1.374 1.909
H 2.947 2.076 -1.211
H 0.184 0.861 0.022
H 0.891 0.376 -1.676
H -0.053 2.280 -2.708
H 0.982 3.438 -1.625
H -1.234 2.502 0.250
H -0.842 4.229 -0.395
H -2.554 4.260 -2.258
H -3.389 3.395 -0.804
H -2.037 1.474 -3.111
H -3.706 2.338 -3.317
H -4.049 -0.021 -2.482
H -4.698 1.166 -1.137
H -1.648 0.005 -0.929
H -3.102 -1.166 -0.623
H -1.998 0.224 1.582
H -3.103 1.658 1.044
H -4.573 0.247 2.671
H -5.130 -0.344 0.933
H -2.527 -1.890 1.731
H -3.760 -2.087 3.168
H -5.018 -3.708 1.888
H -5.409 -2.462 0.477
H -2.463 -3.463 0.176
H -3.682 -4.990 0.355
H -3.949 -3.697 -1.036
H 2.467 -0.766 -0.665
H 5.088 -2.459 -0.682
H 6.046 -1.844 -2.185
H 6.724 -1.524 -0.444
H 3.689 -0.097 -2.912
V 0.991 -1.666 -0.485
```

The value obtained for the largest force on an atom is 10.7 eV/Å. The calculation puts the HOMO-LUMO gap at 2.21 eV. The total charge is +3. The spin multiplicity is 1. The LUMO energy is -15.41 eV.